The following is a quantum chemistry calculation of 2 unconnected molecules or ions with the total composition C5H8O2 at a distorted geometry, from the Open Molecules 2025 dataset.

CARTESIAN COORDINATES (ANGSTROEM)
C: -1.427 -0.758 0.185
C: -0.680 0.487 0.634
O: -1.119 1.711 0.086
C: 0.802 0.430 0.756
C: 1.577 -0.634 0.562
C: 0.850 0.470 -2.389
O: 1.727 0.141 -3.031
H: -2.507 -0.586 0.243
H: -1.180 -1.042 -0.844
H: -1.174 -1.604 0.834
H: -1.122 1.556 -0.870
H: 1.240 1.399 1.008
H: -0.808 0.622 1.764
H: 2.643 -0.579 0.756
H: 1.178 -1.614 0.307

E_LUMO (eV): 0.93
Gap between HOMO and LUMO (Ha): 0.3883
Net charge: 0
Largest force on an atom (eV/A): 3.06
Total energy (a.u.): -345.74632